Entry 1:
Density functional theory data (ωB97M-V with the def2-TZVPD basis set) for 2 unconnected molecules or ions with the total composition C6H7BrFN2O5S at a distorted geometry.

* gap between HOMO and LUMO: 7.737 eV
* net charge: +1
* HOMO: -13.8 eV
* E_tot: -103138.376 eV

Positions of all 23 atoms, in Å:
1 O 4.427 0.670 0.576
2 C 3.670 0.875 -0.330
3 O 3.721 0.207 -1.533
4 C 2.538 1.926 -0.263
5 C 1.229 1.190 -0.298
6 C 0.963 0.278 0.746
7 N -0.146 -0.380 0.783
8 N -0.982 -0.142 -0.200
9 S -2.512 -1.025 -0.080
10 O -3.532 -0.092 0.127
11 O -2.615 -1.946 -1.126
12 F -2.325 -1.815 1.221
13 C -0.832 0.660 -1.250
14 Br -2.095 0.887 -2.609
15 C 0.353 1.379 -1.315
16 H 3.269 -0.641 -1.452
17 H 2.629 2.437 0.696
18 H 2.641 2.646 -1.070
19 H 1.691 0.127 1.532
20 H 0.538 2.044 -2.143
21 O -4.209 -3.111 3.053
22 H -4.782 -3.590 2.447
23 H -3.639 -2.584 2.487

Electronic structure analysis, Mulliken charges in units of e: O -0.44; C 0.50; O -0.46; C -0.73; C 0.47; C -0.21; N -0.67; N 0.63; S 0.97; O -0.44; O -0.43; F -0.18; C 0.21; Br 0.04; C -0.40; H 0.35; H 0.32; H 0.42; H 0.53; H 0.46; O -0.62; H 0.32; H 0.35


Entry 2:
Density functional theory data (ωB97M-V with the def2-TZVPD basis set) for 2 unconnected molecules or ions with the total composition C5H13N2S at a distorted geometry.

* gap between HOMO and LUMO (spin up / spin down): 8.106 / 8.056 eV
* net charge: +1
* HOMO (spin up / spin down): -12.3 / -11.8 eV
* E_tot: -19201.652 eV

Positions of all 21 atoms, in Å:
1 C 0.469 1.240 0.793
2 C 1.056 2.577 0.601
3 C -1.781 -0.667 -1.471
4 C 0.985 -2.021 -0.554
5 C -0.959 -0.417 -0.251
6 N 0.667 0.680 1.955
7 N -0.331 0.809 -0.185
8 S -1.843 -0.865 1.366
9 H 1.249 2.956 1.669
10 H 1.969 2.613 0.048
11 H 0.255 3.078 0.178
12 H -1.493 -1.544 -2.020
13 H -2.861 -0.768 -1.131
14 H -1.706 0.134 -2.138
15 H 0.399 -2.823 -0.148
16 H 1.821 -1.781 0.045
17 H 1.088 -2.117 -1.631
18 H 1.145 1.186 2.647
19 H 0.168 -0.151 2.310
20 H -0.342 1.483 -0.977
21 H -2.103 -1.897 0.611

Electronic structure analysis, Mulliken charges in units of e: C 0.82; C -1.19; C -1.26; C -0.85; C 0.18; N -0.30; N -0.16; S -0.24; H 0.39; H 0.27; H 0.40; H 0.32; H 0.38; H 0.44; H 0.31; H 0.35; H 0.31; H 0.24; H 0.12; H 0.28; H 0.17


Entry 3:
Density functional theory data (ωB97M-V with the def2-TZVPD basis set) for a molecular structure, C24H23IIrN5O2S.

* gap between HOMO and LUMO: 7.181 eV
* net charge: +2
* HOMO: -13.5 eV
* E_tot: -58571.083 eV

Positions of all 57 atoms, in Å:
1 Ir -0.028 0.082 -0.280
2 C -1.744 1.565 -2.828
3 C -0.299 1.928 -2.763
4 C 0.215 2.876 -3.652
5 C 1.533 3.256 -3.587
6 C 2.348 2.690 -2.615
7 C 1.810 1.759 -1.759
8 N 0.499 1.372 -1.837
9 C 2.598 1.129 -0.680
10 C 3.976 1.137 -0.550
11 C 4.549 0.415 0.488
12 C 3.754 -0.335 1.344
13 C 2.382 -0.330 1.158
14 N 1.851 0.444 0.197
15 C 1.386 -1.121 1.920
16 C 1.744 -1.954 2.956
17 C 0.744 -2.599 3.672
18 C -0.571 -2.324 3.374
19 C -0.894 -1.462 2.327
20 C -2.318 -1.046 2.130
21 N 0.079 -0.933 1.564
22 H -2.093 1.629 -3.857
23 H -2.323 2.278 -2.235
24 H -1.934 0.568 -2.448
25 H -0.447 3.301 -4.393
26 H 1.931 3.991 -4.274
27 H 3.383 2.985 -2.523
28 H 4.595 1.670 -1.256
29 H 5.623 0.409 0.612
30 H 4.205 -0.925 2.128
31 H 2.783 -2.108 3.205
32 H 0.998 -3.275 4.477
33 H -1.373 -2.755 3.957
34 H -2.989 -1.872 2.361
35 H -2.514 -0.672 1.131
36 H -2.540 -0.247 2.842
37 O -1.858 -0.724 -0.878
38 N -1.811 -2.071 -0.984
39 C -3.002 -2.704 -0.944
40 C -3.069 -4.064 -1.088
41 C -1.888 -4.780 -1.275
42 C -0.686 -4.110 -1.325
43 C -0.646 -2.723 -1.188
44 S 0.814 -1.787 -1.332
45 H -3.852 -2.053 -0.806
46 H -4.032 -4.551 -1.059
47 H -1.913 -5.856 -1.380
48 H 0.247 -4.633 -1.476
49 N 0.170 2.655 1.979
50 C -0.960 2.584 1.283
51 O -1.189 1.687 0.446
52 C -1.991 3.644 1.482
53 I -1.552 5.225 0.114
54 H 0.909 1.995 1.800
55 H 0.344 3.417 2.614
56 H -1.985 4.062 2.485
57 H -2.970 3.259 1.223

Electronic structure analysis, Mulliken charges in units of e: Ir 1.84; C -1.31; C 1.07; C -0.88; C -0.74; C -1.00; C 1.21; N 0.23; C 0.37; C -0.97; C -1.00; C -0.91; C 0.70; N 0.24; C 0.80; C -0.73; C -0.82; C -0.99; C 0.94; C -1.34; N 0.11; H 0.53; H 0.19; H 0.10; H 0.51; H 0.47; H 0.44; H 0.46; H 0.47; H 0.49; H 0.44; H 0.48; H 0.55; H 0.55; H 0.03; H 0.30; O -1.20; N 0.43; C -0.22; C -0.83; C -0.29; C -0.92; C 0.97; S -0.47; H 0.55; H 0.45; H 0.44; H 0.47; N -0.13; C 0.67; O -0.96; C -1.31; I 0.14; H 0.09; H 0.28; H 0.60; H 0.38


Entry 4:
Density functional theory data (ωB97M-V with the def2-TZVPD basis set) for a molecular structure, C13H18Cl3N5OPdS3 at a distorted geometry.

* gap between HOMO and LUMO (spin up / spin down): 5.655 / 5.660 eV
* net charge: +2
* HOMO (spin up / spin down): -15.1 / -15.1 eV
* E_tot: -96806.882 eV

Positions of all 44 atoms, in Å:
1 Pd -0.250 -0.096 0.180
2 S 4.654 -0.168 0.357
3 C 3.004 -0.197 0.275
4 S 2.121 -1.280 -0.645
5 S 1.988 0.894 1.049
6 N -0.693 -2.464 0.388
7 C -1.263 -2.928 1.664
8 C -2.535 -2.181 2.009
9 C -2.416 -0.671 2.326
10 C -3.170 0.184 1.338
11 N -2.533 0.099 0.004
12 H -1.302 -2.745 -0.375
13 H 0.198 -2.926 0.233
14 H -0.502 -2.820 2.436
15 H -1.503 -3.990 1.614
16 H -2.982 -2.683 2.867
17 H -3.243 -2.319 1.185
18 H -0.487 -0.825 3.038
19 H -2.865 -0.499 3.307
20 H -3.178 1.222 1.654
21 H -4.208 -0.150 1.318
22 H -2.761 0.924 -0.542
23 H -2.890 -0.700 -0.511
24 N -1.286 1.458 -6.794
25 C -1.723 0.494 -5.957
26 O -2.562 -0.336 -6.221
27 C -1.119 0.465 -4.569
28 C -0.868 -0.785 -4.012
29 C -0.447 -0.859 -2.705
30 N -0.293 0.237 -1.940
31 C -0.519 1.439 -2.474
32 C -0.922 1.594 -3.789
33 H -1.673 1.488 -7.725
34 H -0.540 2.091 -6.565
35 H -1.026 -1.683 -4.594
36 H -0.221 -1.814 -2.251
37 H -0.365 2.299 -1.834
38 H -1.107 2.589 -4.174
39 Cl -0.332 0.280 5.272
40 C -0.431 1.482 4.054
41 Cl -0.832 2.310 1.545
42 Cl -0.044 3.062 4.514
43 C -0.783 1.134 2.819
44 N -0.984 -0.222 2.387

Electronic structure analysis, Mulliken charges in units of e: Pd 0.45; S 0.05; C 0.27; S -0.02; S 0.03; N -0.27; C -1.02; C -0.99; C 0.93; C -1.63; N -0.34; H 0.19; H 0.30; H 0.41; H 0.46; H 0.39; H 0.30; H 0.19; H 0.49; H 0.56; H 0.44; H 0.29; H 0.21; N -0.36; C 0.16; O -0.54; C 0.59; C -0.83; C -0.08; N 0.07; C -0.47; C -0.53; H 0.25; H 0.20; H 0.50; H 0.48; H 0.47; H 0.47; Cl -0.11; C 0.74; Cl -0.04; Cl -0.10; C -0.47; N -0.08


Entry 5:
Density functional theory data (ωB97M-V with the def2-TZVPD basis set) for a molecular structure, C34H29NO9P3Y.

* gap between HOMO and LUMO: 7.617 eV
* HOMO: -8.0 eV
* E_tot: -84568.111 eV

Positions of all 77 atoms, in Å:
1 Y 0.723 1.446 0.409
2 C 3.653 2.756 3.865
3 C 2.712 2.032 2.918
4 O 2.462 2.787 1.707
5 P 3.379 0.475 2.236
6 O 4.932 0.615 1.952
7 O 3.295 -0.580 3.360
8 O 2.633 0.236 0.955
9 P 1.111 1.563 3.751
10 O 0.597 2.885 4.431
11 O 1.475 0.524 4.758
12 O 0.203 1.167 2.594
13 H 4.586 3.011 3.363
14 H 3.873 2.119 4.723
15 H 3.180 3.667 4.231
16 H 1.855 3.536 1.867
17 H 5.118 0.724 1.010
18 H 2.545 -0.328 4.029
19 H 0.002 3.448 3.875
20 O -0.960 4.291 2.716
21 C -0.880 3.713 1.632
22 O 0.165 3.623 0.901
23 C -2.101 2.975 1.120
24 C -3.382 3.392 1.523
25 C -4.462 2.695 1.076
26 C -4.266 1.599 0.205
27 C -5.341 0.842 -0.315
28 C -5.109 -0.189 -1.180
29 C -3.789 -0.490 -1.579
30 C -2.733 0.219 -1.083
31 C -2.941 1.262 -0.158
32 N -1.865 1.940 0.346
33 H -3.459 4.237 2.191
34 H -5.469 2.968 1.368
35 H -6.349 1.103 -0.018
36 H -5.935 -0.764 -1.576
37 H -3.611 -1.287 -2.289
38 H -1.726 0.029 -1.425
39 C 4.147 -3.960 0.291
40 C 2.991 -4.081 1.050
41 C 1.870 -3.328 0.736
42 C 1.895 -2.444 -0.341
43 C 3.056 -2.327 -1.099
44 C 4.175 -3.086 -0.786
45 P 0.498 -1.316 -0.628
46 C -0.982 -2.280 -0.159
47 C -1.526 -1.975 1.089
48 C -2.680 -2.607 1.532
49 C -3.312 -3.540 0.724
50 C -2.781 -3.844 -0.523
51 C -1.623 -3.219 -0.962
52 C 0.483 -1.061 -2.431
53 C 0.547 -2.118 -3.308
54 C 0.475 -1.909 -4.697
55 C 0.339 -0.639 -5.183
56 C 0.315 0.477 -4.316
57 C 0.203 1.795 -4.828
58 C 0.215 2.861 -3.980
59 C 0.359 2.657 -2.586
60 C 0.470 1.409 -2.009
61 C 0.418 0.290 -2.910
62 H 5.022 -4.547 0.536
63 H 2.960 -4.760 1.892
64 H 0.975 -3.428 1.338
65 H 3.086 -1.643 -1.939
66 H 5.071 -2.993 -1.386
67 H -1.056 -1.224 1.718
68 H -3.088 -2.357 2.503
69 H -4.218 -4.026 1.061
70 H -3.274 -4.567 -1.161
71 H -1.238 -3.451 -1.945
72 H 0.678 -3.126 -2.931
73 H 0.521 -2.755 -5.371
74 H 0.267 -0.466 -6.251
75 H 0.113 1.934 -5.900
76 H 0.127 3.868 -4.371
77 H 0.379 3.548 -1.959

Electronic structure analysis, Mulliken charges in units of e: Y 0.25; C -1.83; C 1.09; O -0.59; P 0.44; O -0.59; O -0.60; O -0.43; P 0.34; O -0.61; O -0.81; O -0.19; H 0.40; H 0.39; H 0.46; H 0.36; H 0.36; H 0.55; H 0.48; O -0.82; C 0.21; O -0.66; C 0.87; C -0.91; C -0.90; C 1.03; C -0.80; C -0.95; C -0.24; C 0.18; C -0.98; N 0.79; H 0.51; H 0.45; H 0.41; H 0.40; H 0.54; H 0.41; C -0.52; C -0.70; C -0.65; C 0.51; C -0.47; C -0.80; P 2.11; C 0.21; C -0.19; C -0.75; C -0.64; C -0.65; C -0.40; C 0.26; C -0.13; C -1.11; C -0.82; C 0.63; C -0.94; C -1.26; C -0.30; C 0.92; C -0.01; H 0.40; H 0.42; H 0.37; H 0.44; H 0.43; H 0.45; H 0.48; H 0.39; H 0.43; H 0.25; H 0.52; H 0.44; H 0.39; H 0.38; H 0.41; H 0.48


Entry 6:
Density functional theory data (ωB97M-V with the def2-TZVPD basis set) for a single C5H5NO molecule at a distorted geometry.

* gap between HOMO and LUMO: 10.627 eV
* structure (SMILES): O=C1[C@@H]2C=C[C@H]1N2
* HOMO: -9.5 eV
* E_tot: -8800.593 eV

Positions of all 12 atoms, in Å:
1 O -0.710 0.635 2.421
2 C -0.144 0.362 1.425
3 C 0.502 1.004 -0.158
4 C -0.689 0.556 -0.897
5 C -0.837 -0.746 -0.549
6 C 0.273 -1.001 0.389
7 N 1.380 -0.138 0.016
8 H 0.977 1.962 -0.383
9 H -1.396 1.199 -1.407
10 H -1.696 -1.387 -0.702
11 H 0.523 -2.016 0.705
12 H 1.815 -0.429 -0.860

Electronic structure analysis, Mulliken charges in units of e: O -0.43; C 0.52; C -0.47; C -0.33; C -0.42; C -0.36; N -0.37; H 0.43; H 0.36; H 0.35; H 0.45; H 0.27